--- w ---
Molecular formula: C3H5O3
Method: DFT, ωB97M-V/def2-TZVPD

Positions of all 11 atoms, in Å:
O1 -1.098 2.312 -0.667
C1 -0.759 1.148 -0.455
C2 -1.626 -0.041 -0.694
H1 0.208 1.065 0.214
H2 -2.032 -0.370 0.215
H3 -0.943 -0.821 -1.173
H4 -2.516 0.199 -1.150
O2 2.566 -0.967 2.176
C3 2.133 -0.871 0.970
O3 1.134 -1.298 0.234
H5 2.932 -0.356 0.331

Values from the calculation:
Frontier orbital gap   0.28836 Eh
Total charge   -1
HOMO level   -3.98 eV
M   89.07 g/mol
E_LUMO   3.869 eV

The net atomic charges from Löwdin, expressed in e, are: -0.04, -0.30, -0.07, 0.13, 0.06, 0.10, 0.04, -0.18, -0.62, -0.21, 0.08

=====

--- x ---
Molecular formula: C3H5O3
Method: DFT, ωB97M-V/def2-TZVPD

Positions of all 11 atoms, in Å:
O1 -0.702 -1.745 -1.490
C1 -0.346 -0.544 -1.587
O2 0.352 -0.018 -2.457
C2 -0.485 0.122 -0.292
C3 0.757 0.250 0.643
O3 0.215 0.725 1.908
H1 -1.358 -0.267 0.278
H2 -0.812 1.122 -0.290
H3 1.390 -0.727 0.831
H4 1.449 0.935 0.296
H5 -0.462 0.147 2.159

Values from the calculation:
Frontier orbital gap   0.28333 Eh
Total charge   -1
HOMO level   -3.83 eV
SMILES   O=C([O-])CCO
M   89.07 g/mol
E_LUMO   3.883 eV

The net atomic charges from Löwdin, expressed in e, are: -0.10, -0.80, -0.06, -0.16, -0.21, -0.11, 0.11, 0.08, 0.14, 0.07, 0.03

=====

Which structure is the most stable? The one labeled x.

=====

--- w ---
Molecular formula: C4H10O
Method: DFT, ωB97M-V/def2-TZVPD

Positions of all 15 atoms, in Å:
C1 -0.828 0.878 1.384
C2 -0.084 -0.146 1.787
C3 -0.215 -1.607 1.421
H1 -0.541 1.920 1.427
H2 -1.567 0.691 0.606
H3 0.716 0.053 2.498
H4 -0.432 -2.158 2.338
H5 -1.082 -1.716 0.768
H6 0.682 -2.005 0.957
C4 1.150 0.394 -2.174
O1 -0.242 0.448 -1.866
H7 1.416 0.966 -3.070
H8 1.703 0.845 -1.338
H9 1.527 -0.616 -2.300
H10 -0.345 1.355 -1.587

Values from the calculation:
Frontier orbital gap   0.38741 Eh
Total charge   0
HOMO level   -9.57 eV
SMILES   C=CC.CO
M   74.12 g/mol
E_LUMO   0.975 eV

The net atomic charges from Löwdin, expressed in e, are: -0.03, -0.25, -0.10, 0.05, 0.05, 0.09, 0.07, 0.07, 0.07, -0.16, -0.13, 0.07, 0.08, 0.07, 0.06

=====

--- x ---
Molecular formula: C4H10O
Method: DFT, ωB97M-V/def2-TZVPD

Positions of all 15 atoms, in Å:
C1 0.995 -0.351 -2.352
C2 0.554 -0.719 -0.900
C3 -0.114 0.472 -0.087
C4 -0.828 -0.082 1.039
O1 -0.609 0.737 2.289
H1 0.275 -0.239 -3.171
H2 1.752 -1.003 -2.687
H3 1.408 0.620 -2.222
H4 -0.244 -1.564 -0.918
H5 1.530 -1.064 -0.510
H6 0.678 1.013 0.415
H7 -0.676 1.096 -0.711
H8 -0.650 -1.143 1.255
H9 -1.974 0.151 0.890
H10 -0.868 0.319 3.140

Values from the calculation:
Frontier orbital gap   0.40661 Eh
Total charge   0
HOMO level   -9.96 eV
SMILES   CCCCO
M   74.12 g/mol
E_LUMO   1.107 eV

The net atomic charges from Löwdin, expressed in e, are: -0.12, -0.22, -0.22, -0.26, -0.13, 0.07, 0.04, 0.05, 0.12, 0.11, 0.12, 0.10, 0.11, 0.14, 0.08

=====

--- y ---
Molecular formula: C4H10O
Method: DFT, ωB97M-V/def2-TZVPD

Positions of all 15 atoms, in Å:
C1 -1.244 1.540 0.096
C2 -0.156 0.719 -0.593
C3 0.060 -0.633 0.092
C4 1.368 -1.315 -0.298
O1 0.057 -0.399 1.497
H1 -1.015 1.644 1.159
H2 -2.222 1.049 0.018
H3 -1.328 2.539 -0.341
H4 -0.416 0.542 -1.646
H5 0.789 1.278 -0.596
H6 -0.787 -1.288 -0.175
H7 1.389 -1.621 -1.350
H8 2.209 -0.636 -0.113
H9 1.519 -2.207 0.319
H10 -0.223 -1.210 1.933

Values from the calculation:
Frontier orbital gap   0.41366 Eh
Total charge   0
HOMO level   -10.28 eV
SMILES   CC[C@@H](C)O
M   74.12 g/mol
E_LUMO   0.978 eV

The net atomic charges from Löwdin, expressed in e, are: -0.11, -0.22, -0.47, -0.06, -0.06, 0.07, 0.08, 0.07, 0.11, 0.11, 0.14, 0.08, 0.08, 0.08, 0.09

=====

Which structure is the most stable? The one labeled y.

=====

--- w ---
Molecular formula: C3H12N3O
Method: DFT, ωB97M-V/def2-TZVPD

Positions of all 19 atoms, in Å:
C1 0.520 -0.253 2.166
C2 -0.890 -0.131 1.488
N1 -0.550 -0.139 0.051
C3 -0.222 0.914 -0.734
N2 0.374 0.525 -1.860
N3 -0.684 2.161 -0.451
H1 0.346 -0.844 3.048
H2 0.993 0.641 2.363
H3 1.326 -0.901 1.761
H4 -1.599 -0.958 1.695
H5 -1.170 0.929 1.799
H6 -0.226 -1.126 -0.264
H7 0.540 -0.490 -1.885
H8 0.251 1.107 -2.658
H9 -1.700 2.293 -0.437
H10 -0.179 2.959 -0.761
H11 1.979 -2.499 -0.796
H12 0.451 -3.084 -0.857
O1 1.070 -2.379 -0.589

Values from the calculation:
Frontier orbital gap   0.39310 Eh
Total charge   +1
HOMO level   -13.85 eV
M   106.15 g/mol
E_LUMO   -3.153 eV

The net atomic charges from Löwdin, expressed in e, are: -0.08, -0.15, 0.04, -0.41, 0.21, 0.18, 0.07, 0.05, 0.08, 0.13, 0.13, 0.13, 0.12, 0.12, 0.15, 0.11, 0.06, 0.09, -0.03

=====

--- x ---
Molecular formula: C3H12N3O
Method: DFT, ωB97M-V/def2-TZVPD

Positions of all 19 atoms, in Å:
C1 -0.405 -2.246 0.896
C2 0.679 -1.063 1.055
N1 0.119 0.176 0.314
C3 0.683 0.565 -0.809
N2 0.046 1.344 -1.742
N3 1.615 -0.185 -1.570
H1 -1.296 -1.678 0.468
H2 -0.562 -2.510 1.916
H3 -0.268 -2.888 0.101
H4 0.810 -0.578 2.074
H5 1.594 -1.368 0.714
H6 -0.735 0.493 0.733
H7 0.010 1.076 -2.675
H8 -0.373 2.307 -1.439
H9 2.384 0.204 -1.975
H10 1.839 -1.079 -1.224
H11 -1.939 2.209 1.822
H12 -2.447 2.543 0.301
O1 -1.754 2.678 1.039

Values from the calculation:
Frontier orbital gap   0.40433 Eh
Total charge   +1
HOMO level   -14.57 eV
M   106.15 g/mol
E_LUMO   -3.567 eV

The net atomic charges from Löwdin, expressed in e, are: -0.01, -0.12, 0.10, -0.34, 0.15, 0.20, 0.10, 0.07, 0.05, 0.14, 0.06, 0.12, 0.09, 0.17, 0.09, 0.08, 0.01, 0.10, -0.07

=====

Which structure is the most stable? The one labeled w.